(1)
Molecular formula: C21H56O23S7V
Method: DFT, ωB97M-V with the def2-TZVPD basis set

```
108
Properties=species:S:1:pos:R:3:forces:R:3
H 0.9912 -3.4331 -3.4778 -0.064 0.292 -0.670
H 5.7179 0.6405 -1.7279 -0.119 -0.265 -0.139
H 3.0372 -0.7157 4.5300 -0.227 0.477 -0.057
O -0.0638 -1.4981 -1.3787 -0.660 -1.385 0.107
H 2.0808 -4.6742 0.9811 0.282 0.451 0.036
H -4.9697 0.8021 -0.8376 0.344 0.338 0.137
H 2.3211 -3.1587 4.6088 0.088 -0.110 -0.490
C 4.4401 2.2622 -1.2096 0.361 1.192 0.996
H 3.8018 -0.2945 -5.6710 0.206 0.571 -0.321
H -2.2456 6.6425 3.5559 0.453 -0.172 0.048
C -0.8960 5.9381 1.9660 -0.635 1.469 0.753
H -2.4403 4.9815 2.9274 -0.708 0.081 0.328
H -0.7482 0.6617 -3.3904 -0.042 0.315 0.905
S 0.3752 4.6960 -0.0113 0.180 -0.126 0.717
C -4.3735 2.3013 2.9226 -0.293 -0.364 -0.943
O -3.0182 1.7662 1.1142 2.683 -0.827 -2.385
S -0.3415 -2.9072 -1.6573 -0.549 -1.270 -1.247
H -3.3987 -4.5117 -1.8784 0.007 0.188 0.120
O 5.0776 -1.3208 -3.6132 -2.229 0.600 1.229
C -0.0745 -3.2056 -3.5025 -0.173 0.493 2.463
H 1.4498 -0.4202 5.3869 0.619 0.525 0.354
O 0.3206 -3.9753 -0.9089 -0.790 1.728 -0.740
H -0.3912 -2.2581 -3.9384 0.412 -0.204 -0.297
C -2.4997 -4.8432 0.1269 -0.010 -0.109 -1.621
C 0.9731 1.6604 -4.2250 0.154 0.523 2.810
H 3.6495 -0.7223 -0.5909 0.395 -0.297 0.431
O -0.7284 4.7094 1.2051 0.397 0.879 -0.134
H -1.7672 -5.1357 -1.9451 0.119 -0.042 0.132
H -0.2299 6.0650 2.8194 0.907 -0.641 -0.641
H -3.2936 -4.3135 0.6535 0.106 0.149 -0.123
H -0.6102 6.7190 -0.9564 0.456 -0.055 -0.146
C -1.4499 -4.7385 4.0646 -0.914 0.238 1.008
H -3.2138 -3.4927 4.0455 -0.093 0.436 -0.179
O 3.0587 2.3659 -6.1124 -2.040 -1.723 -0.059
H -2.7473 -0.6172 4.6247 -0.500 0.496 -0.405
H -2.1466 0.8296 3.5639 -0.563 -0.273 0.070
H 4.1320 1.6931 -0.3325 -0.244 0.110 0.010
S 3.8463 -0.9782 -2.8712 3.198 0.995 -1.018
C 1.6252 -4.1795 1.8389 -0.760 0.801 -0.648
H -5.1531 2.9636 3.2990 0.110 -0.035 0.049
S 2.0724 -2.3984 1.9830 1.356 -1.544 2.293
C -0.4535 1.6863 -3.6171 0.817 0.412 -2.748
C -2.1398 -3.3193 4.1120 0.792 -2.659 0.646
H 3.6008 2.8552 -1.5728 -0.103 -0.365 -0.214
H 1.4036 2.6552 -4.3394 -0.362 0.106 -0.479
H -1.5326 -4.6855 0.6044 -0.138 0.027 -0.042
H -3.8816 3.6128 1.3303 -0.154 -0.014 -0.577
C -2.0592 -0.2085 3.8847 0.848 -0.742 -0.522
O -2.8558 2.9760 -1.1836 0.903 -3.073 1.917
O 1.0399 0.8862 -5.3948 0.534 0.211 -1.704
C 3.1630 -0.2552 -6.5533 -0.912 0.061 -0.088
H 5.1084 -1.8449 -1.0034 -0.144 0.463 0.064
H 5.5169 1.7700 -3.0661 -0.191 0.034 0.013
H 3.6705 -0.3193 -7.5158 0.275 0.568 0.227
H -1.0754 1.9671 -4.4671 -0.430 0.110 -0.031
H -1.5243 5.2998 -1.4456 0.234 -0.380 0.033
H -3.0536 6.4555 2.0568 -0.027 -0.459 -0.306
H -1.6221 -5.3099 3.1524 -0.394 0.473 -0.218
H -3.8476 -0.5786 -0.6606 0.515 0.375 0.758
O 0.4288 3.2838 -0.3587 -0.234 1.937 -0.043
O 1.5951 5.3778 0.4132 -1.978 -0.772 -0.774
O -1.0938 -0.7964 1.4977 -0.875 -1.175 -0.539
H 1.6098 1.2099 -3.4636 0.170 -0.209 -0.175
H -1.9296 -5.3057 4.8623 0.267 -0.251 0.135
O 1.4340 1.4910 -7.8371 1.347 -0.822 3.421
O -3.5523 -1.4157 2.0524 3.225 0.140 -0.134
C -2.2558 6.0219 2.6598 -0.206 -0.856 -0.485
H 2.6027 -1.1885 -6.4975 -0.727 0.385 0.009
O 1.0918 -2.0620 3.3128 0.953 0.424 -3.504
C -4.1364 2.5576 1.4297 -0.596 1.010 1.307
H 0.0996 5.5613 -2.2010 -0.121 0.315 0.025
H 0.5520 -4.1462 1.6512 -0.010 -0.040 0.034
O -1.3589 0.9785 -0.6874 0.292 0.232 0.952
O 1.4582 0.7152 -0.9830 1.161 0.580 -0.497
S -2.6080 1.6842 -0.4976 -3.784 0.736 -0.523
H -4.6997 1.2640 2.9982 0.021 -0.009 0.449
S 2.1324 1.2976 -6.5329 1.064 0.271 -2.461
C 1.6429 -2.3062 4.5700 0.764 -0.703 2.384
O 2.5837 -1.3781 -3.4254 0.030 0.281 0.567
H 0.8169 -2.5762 5.2279 -0.379 -0.276 -0.313
H -1.8608 -2.7645 5.0079 -0.221 -0.211 0.289
H 1.8055 -4.7588 2.7444 0.341 0.603 0.144
H -0.5245 2.5274 -2.9275 -0.058 -0.767 0.636
H -3.4334 2.4500 3.4538 -0.210 0.132 0.104
H -1.0805 -0.2782 4.3593 0.303 -0.256 -0.445
H 2.8682 -1.3816 6.0950 -0.562 0.033 0.303
C 4.0727 -1.5464 -1.1653 -0.878 0.017 -1.103
H -4.9815 2.2464 0.8156 -0.121 0.330 0.065
H -0.8464 6.8485 1.3687 0.626 -0.299 -0.492
O 1.5770 -1.6622 0.8128 0.141 -0.358 1.326
H 5.1507 3.0104 -0.8585 0.332 -0.126 -0.011
C 5.0163 1.3234 -2.2070 -0.467 -0.002 -0.265
H 3.4280 -2.4234 -1.1078 0.007 0.027 0.200
C -0.5164 5.6928 -1.3114 0.537 -0.882 1.053
V 0.5300 0.1721 0.1057 -1.367 0.242 3.355
O 0.7796 0.9552 1.5125 0.132 -0.869 -2.670
O 3.7956 0.6606 -2.6713 0.129 -2.737 -0.781
S -2.1161 -1.2663 2.3832 -2.298 -0.613 3.422
O -1.5532 -2.7094 3.0280 0.020 3.232 -3.667
H -3.7868 0.3581 -2.0873 -0.114 0.329 -0.153
C 2.2846 -1.1004 5.2183 0.265 -0.173 -1.052
H -0.3698 -4.7605 4.2090 -0.066 0.504 0.251
C -3.9543 0.4470 -1.0139 1.085 0.616 -0.843
C -2.4214 -4.4561 -1.3990 -0.281 -0.736 1.530
H -0.6887 -4.0527 -3.8078 0.082 0.103 0.151
O 3.4910 -2.3346 2.3722 -2.844 0.487 -1.015
O -1.9747 -3.1056 -1.5577 1.821 1.194 0.121
H -2.7318 -5.9081 0.1346 -0.002 -0.070 0.249
```
Forces are in eV/Å.

Values from the calculation:
Lowest unoccupied orbital energy = -2.9 eV
Net charge = +1
E_HOMO = -11.905 eV
HOMO-LUMO gap = 8.97 eV

=====

(2)
Molecular formula: H24O12
Method: DFT, ωB97M-V with the def2-TZVPD basis set

```
36
Properties=species:S:1:pos:R:3:forces:R:3
H -3.4077 0.2640 1.1681 0.108 -0.625 0.415
O 4.3365 -1.8688 -1.8704 0.476 -0.562 -0.276
H 0.0615 -1.5137 -4.0806 -0.119 1.126 -0.140
H 2.2049 -1.5772 4.0309 -0.218 -1.159 -1.888
H 0.4093 1.0700 -2.6672 0.679 0.006 -0.179
H -2.6781 1.1919 3.5216 -0.062 -0.138 0.415
O 3.1779 -0.5223 0.3735 0.876 0.314 -0.798
O -2.8359 1.3517 2.5868 0.362 -0.012 -0.779
H -1.6713 0.9354 -1.8424 -0.187 0.322 -0.160
H 0.6577 -3.1387 -2.1462 -0.635 0.253 -1.183
O -1.5945 0.2851 -1.1467 0.655 -0.733 -0.113
H -1.9215 0.6752 -0.3368 -0.301 0.325 0.206
H 4.2112 -1.3759 -2.6825 -0.134 0.196 0.109
H -0.0877 -0.7567 0.4494 0.086 0.002 -0.098
H -4.1247 -1.0284 0.6168 0.396 -0.333 0.234
H -0.6327 -2.5830 -2.8073 -0.159 0.006 0.366
H -0.2706 -0.0658 -4.7073 0.305 -0.155 -0.057
H -0.7978 -1.2350 1.6949 0.559 0.077 -0.003
O -2.6275 3.9248 1.6465 0.001 -0.395 -0.232
O 0.7488 1.6139 -3.3940 -0.627 0.568 -0.391
H -3.7124 1.7401 2.4676 -0.249 0.007 0.526
O 2.0632 -2.0764 3.1560 -0.613 1.481 2.068
O 0.1823 -3.0514 -3.0128 0.681 -0.536 1.054
H 2.0636 2.2564 3.1708 -0.322 -0.065 -0.475
H 1.1145 -1.8550 2.9673 1.071 -0.267 -0.193
H -3.2585 3.6709 0.9598 0.092 0.215 0.030
H 2.3688 -0.5888 0.8640 -0.816 -0.354 0.547
H -2.2481 3.0565 1.8968 -0.050 0.493 0.082
O -0.3473 -0.6278 -3.9344 -0.314 -1.098 0.005
H 1.6602 1.8617 -3.2681 0.217 -0.116 0.592
H 1.4779 1.1675 2.2398 -0.050 1.428 0.114
H 4.0358 -1.3242 -1.1372 -0.505 0.296 0.072
O 1.5816 2.1563 2.3298 0.248 -1.370 0.366
H 3.8744 -0.7749 0.9796 -0.026 -0.097 0.393
O -4.1221 -0.0741 0.6134 -0.659 0.788 -0.581
O 0.1081 -1.1832 1.3002 -0.769 0.111 -0.050
```
Forces are in eV/Å.

Values from the calculation:
Lowest unoccupied orbital energy (spin up / spin down) = 2.7 / 2.6 eV
Net charge = -1
E_HOMO (spin up / spin down) = -0.219 / -8.184 eV
HOMO-LUMO gap (spin up / spin down) = 2.93 / 10.78 eV
<S²> = 0.7508
Multiplicity = 2

=====

(3)
Molecular formula: C24H37Cl2N7PrS4
Method: DFT, ωB97M-V with the def2-TZVPD basis set

```
75
Properties=species:S:1:pos:R:3:forces:R:3
C -0.1812 2.9016 -0.6038 -0.038 0.121 -0.054
H 3.0486 1.5120 4.6378 0.046 0.010 -0.030
C 3.5879 1.6226 0.0699 0.020 0.061 -0.012
S -2.8021 -1.7248 0.0709 -0.137 -0.153 0.149
H -0.3709 -3.3869 4.1258 0.072 -0.002 0.063
C -1.1625 2.3016 1.4942 -0.001 0.057 0.107
H 3.3623 0.7900 -0.5933 0.032 -0.040 -0.001
H -2.3509 1.7035 -1.5769 0.050 -0.025 -0.043
H -2.9646 -1.0300 2.9036 -0.057 -0.034 0.082
S -0.4415 -2.9664 -1.8673 -0.031 -0.250 0.048
C -2.4303 -1.9744 2.7903 0.295 0.028 -0.122
H -0.1748 2.2946 1.9531 0.004 -0.039 -0.035
H -3.4679 4.6583 1.0975 -0.017 -0.015 0.004
C 1.2408 -4.6498 -0.3570 0.158 0.257 0.111
S -0.6782 -1.4955 2.7111 -0.199 -0.081 0.304
H 2.3562 2.1117 -5.8983 -0.006 -0.007 0.005
H -4.0088 -2.9595 1.7280 0.008 -0.057 0.017
H 0.1246 4.5873 1.3788 -0.011 -0.019 -0.005
H 0.8801 -4.8768 -2.4678 0.056 -0.021 -0.003
N -2.9700 3.2949 -0.4110 -0.054 -0.004 -0.032
H 2.1384 -5.2661 -0.3855 -0.031 -0.056 -0.018
C 1.6743 0.8258 3.0376 0.134 0.090 0.080
H 0.1128 1.6468 -4.9444 -0.001 0.007 0.029
H 3.1842 2.5377 -0.3709 0.003 -0.006 0.018
N -1.7269 3.6308 1.6327 -0.033 0.032 0.046
H 4.6685 1.7349 0.1460 0.004 -0.013 -0.023
C -2.4019 1.9662 -0.5248 -0.118 0.051 0.038
Pr 0.3063 -0.4296 -0.1392 0.796 -1.018 0.411
C 1.0059 1.2643 -4.4660 -0.234 0.040 -0.094
H -2.5659 -2.5568 3.7012 -0.087 0.038 0.027
N 1.8888 -0.7749 -1.4768 -1.193 0.026 0.749
C -1.8739 -3.9703 -1.3458 0.412 0.191 -0.091
C -3.0586 -3.0289 -1.1766 0.167 0.169 0.155
C -2.0817 4.2395 -1.0926 0.017 -0.016 0.041
C 2.2550 1.5159 -5.0030 0.005 0.005 -0.020
C 2.9907 1.3642 1.4025 -0.006 -0.040 0.003
C 3.2455 0.1973 -3.2547 -0.271 -0.145 0.244
H -2.0961 -4.7009 -2.1234 -0.049 -0.053 0.042
C -3.0489 3.6560 1.0034 0.043 -0.027 -0.021
C 0.8991 0.4925 -3.3272 0.740 -0.082 0.059
H 0.8053 2.8972 -0.1309 -0.018 -0.062 0.013
H 1.1450 -2.5722 3.7120 -0.010 -0.031 0.063
C 0.2120 -2.9665 3.3065 -0.089 0.174 -0.200
H -2.5017 5.2430 -1.0172 0.012 -0.005 0.001
H -1.2990 5.5784 1.0041 0.022 0.005 0.017
H -2.4068 -3.6623 1.4360 -0.015 -0.011 0.056
C 1.9925 -0.0754 -2.5982 0.376 0.263 -0.956
C -2.9517 -2.7319 1.5855 -0.011 0.128 -0.276
S 1.5078 -3.3398 0.8908 -0.271 -0.089 0.185
H -3.7047 2.9475 1.5144 -0.004 0.027 0.012
C 2.7875 1.3485 3.6075 -0.157 -0.028 0.036
N -0.7428 4.2347 -0.4974 0.079 0.091 0.029
H 1.8017 -3.4164 -2.0403 0.038 -0.052 -0.028
C -0.8666 4.5810 0.9200 -0.015 -0.025 -0.010
Cl 4.6601 -0.5437 -2.5628 0.062 0.030 -0.026
H -3.0543 1.2534 -0.0154 0.052 -0.018 0.029
N -1.0322 1.8720 0.0711 -0.125 0.320 0.034
H -3.2540 -2.4898 -2.1039 -0.064 -0.056 -0.027
H -2.0079 3.9691 -2.1476 0.000 -0.009 0.009
H -1.8037 1.5856 2.0190 0.003 -0.026 -0.038
N 3.6079 1.6837 2.5589 -0.047 -0.007 -0.048
H 4.5218 2.0966 2.6273 0.042 0.021 -0.017
C 0.4961 -4.0226 2.2544 0.281 0.088 -0.260
C 3.3745 0.9594 -4.3898 0.024 0.056 -0.071
H 0.7885 0.4749 3.5336 -0.014 -0.029 0.006
H 4.3592 1.1090 -4.8129 -0.003 0.000 0.019
H 0.4131 -5.2710 -0.0176 0.003 -0.018 0.006
H -0.4275 -4.4208 1.8359 -0.010 -0.023 0.022
H -3.9571 -3.5759 -0.8945 -0.041 -0.002 -0.082
H -0.0676 2.6461 -1.6593 -0.032 -0.082 0.012
N 1.8034 0.8255 1.6557 0.161 0.025 0.014
H 1.0598 -4.8374 2.7095 -0.101 -0.056 0.051
H -1.6482 -4.4988 -0.4191 -0.049 -0.023 -0.001
C 0.9846 -4.0750 -1.7374 -0.236 0.155 -0.026
Cl -0.7076 0.1352 -2.6762 -0.327 0.288 -0.778
```
Forces are in eV/Å.

Values from the calculation:
Lowest unoccupied orbital energy (spin up / spin down) = -2.1 / -2.1 eV
Net charge = +1
E_HOMO (spin up / spin down) = -8.882 / -8.886 eV
HOMO-LUMO gap (spin up / spin down) = 6.82 / 6.83 eV
<S²> = 2.0058
Multiplicity = 3

=====

(4)
Molecular formula: C19H29NO3
Method: DFT, ωB97M-V with the def2-TZVPD basis set

```
52
Properties=species:S:1:pos:R:3:forces:R:3
C 5.7977 0.3386 0.8368 -0.033 0.026 -0.020
H 1.6475 -1.9751 -0.5726 0.070 0.023 -0.040
H 3.6980 -2.7202 -0.1954 -0.078 -0.044 -0.034
C 2.0327 3.6455 0.0406 -0.280 -0.376 0.045
H 0.1855 -1.4175 -2.7069 -0.045 0.014 -0.020
H -1.5423 -2.0652 -1.2157 0.010 -0.014 -0.063
H 0.9681 0.1689 -2.5956 -0.008 -0.026 -0.107
C 5.4250 -2.0212 0.8372 0.126 0.049 0.067
H -4.1429 0.4445 1.6025 -0.019 0.057 -0.032
H 6.3898 1.1960 1.1213 0.040 0.073 0.015
H -2.8028 -1.9273 0.8684 0.049 0.034 0.060
H 2.6585 4.2108 0.7254 0.062 0.076 0.059
H -0.4499 -2.1044 0.1839 0.022 -0.052 -0.040
H -7.1732 0.0787 0.6212 -0.093 0.088 -0.037
C -4.3980 0.1055 0.5820 -0.104 -0.279 -0.112
C -2.5300 1.0105 -0.6417 0.017 0.011 -0.307
C 0.3783 0.4438 0.1436 -0.264 -0.260 0.111
C -1.1310 -1.4786 -0.3929 0.074 0.179 0.307
C -1.4170 0.6543 -1.6218 -0.011 0.164 0.265
H -4.9220 -1.8761 1.2750 0.029 -0.073 -0.046
C -6.6989 -0.6785 1.2417 0.195 -0.142 -0.044
C 0.6546 -0.7071 -2.0246 0.279 0.018 0.344
H 2.4264 -1.9457 -2.1792 -0.044 0.040 0.149
N -3.2086 -0.1920 -0.1974 -0.016 0.123 0.003
C -5.3520 -1.0864 0.6576 -0.022 0.275 0.108
H -4.9202 0.9262 0.0817 0.017 0.024 0.055
C 4.2709 -1.8520 0.0896 -0.322 -0.030 -0.194
C -2.2728 -1.0399 0.5195 0.043 -0.274 -0.073
C 1.9093 -1.3362 -1.4238 -0.194 -0.356 -0.347
O 0.7048 -0.0700 1.1835 0.016 -0.011 0.079
H -6.5719 -0.2701 2.2422 -0.068 0.057 0.121
H 7.0874 -1.0778 1.8002 0.072 -0.016 0.047
C -0.3846 -0.2715 -0.9701 -0.005 -0.057 -0.231
C 1.4490 2.4415 0.7557 0.388 0.156 0.372
O 2.7543 -0.2832 -1.0077 0.206 0.222 0.082
H -7.3632 -1.5371 1.3037 -0.120 -0.018 0.047
C 6.1907 -0.9353 1.2166 0.115 -0.117 0.086
H -2.1055 1.5759 0.2094 -0.053 0.039 -0.007
H -1.8575 0.1354 -2.4749 0.001 -0.016 -0.059
H -1.8568 -0.5209 1.4014 -0.074 -0.042 0.000
C 4.6506 0.5200 0.0936 -0.181 -0.044 -0.100
C 3.8689 -0.5741 -0.2815 0.178 0.058 0.076
H 5.7240 -3.0194 1.1221 0.017 -0.073 0.020
H 2.2331 1.7853 1.1485 -0.144 0.117 -0.026
O 0.6610 1.7031 -0.1778 -0.072 0.304 -0.307
H 2.6315 3.3192 -0.8057 0.098 0.010 -0.087
H -3.2580 1.6534 -1.1439 0.044 0.016 0.085
H -5.4865 -1.4825 -0.3499 0.060 -0.045 -0.018
H 4.3383 1.5053 -0.2151 -0.055 0.131 -0.048
H -0.9357 1.5664 -1.9745 0.015 -0.037 -0.069
H 0.8087 2.7491 1.5911 0.095 -0.106 -0.089
H 1.2365 4.2875 -0.3272 -0.031 0.122 -0.045
```
Forces are in eV/Å.

Values from the calculation:
Lowest unoccupied orbital energy = 0.9 eV
SMILES string = CCCN1CCC(CCOc2ccccc2)(C(=O)OCC)CC1
E_HOMO = -8.497 eV
HOMO-LUMO gap = 9.37 eV

=====

(5)
Molecular formula: CH2NO2S2
Method: DFT, ωB97M-V with the def2-TZVPD basis set

```
8
Properties=species:S:1:pos:R:3:forces:R:3
S 0.3396 -2.2941 0.1655 0.525 -2.467 -0.455
O -0.7690 0.2545 -1.5580 0.313 0.570 -0.179
N -0.2753 0.0448 1.3209 3.064 -1.219 -3.076
O 1.0387 1.7482 -0.8254 0.599 3.095 1.933
H -1.1443 -0.4134 1.2242 -1.420 -0.216 0.316
H -0.3298 0.9463 0.8691 -0.514 0.756 0.370
S 0.7112 0.4462 -1.2904 -0.941 -3.953 -2.803
C 0.4288 -0.7326 0.0940 -1.627 3.434 3.895
```
Forces are in eV/Å.

Values from the calculation:
Lowest unoccupied orbital energy = 3.5 eV
SMILES string = NC([S-])=S(=O)=O
Net charge = -1
E_HOMO = -3.708 eV
HOMO-LUMO gap = 7.24 eV

=====

(6)
Molecular formula: C4H11N2
Method: DFT, ωB97M-V with the def2-TZVPD basis set

```
17
Properties=species:S:1:pos:R:3:forces:R:3
N 0.8892 -1.1830 -0.7140 1.902 -1.474 -0.236
H -2.4177 -0.1378 -0.4676 1.355 0.409 0.207
H -0.6624 1.4271 0.9409 -0.028 -0.966 -1.037
C -1.5273 -0.7862 -0.3061 -2.004 -2.205 -0.342
C 0.1938 0.7646 0.6539 -1.346 1.652 -0.354
H 0.0803 -0.5193 -2.5956 -0.619 -0.215 -0.783
C 0.5983 0.0212 1.8567 1.698 -1.403 1.963
H 1.1389 -0.8232 1.4367 -0.083 -0.690 0.510
H 1.4521 0.5714 -1.8834 -2.661 -1.267 0.700
H -1.4254 -1.1055 0.7260 -0.748 0.000 0.236
N -0.1809 -0.3117 -0.5335 -0.962 2.733 3.633
H 0.8500 -2.2274 -0.8615 -1.218 1.587 0.070
H 1.3832 0.3838 2.5750 -0.539 0.759 -1.263
H -0.1542 -0.2876 2.6171 -0.118 0.098 -1.208
C 0.5544 -0.2036 -1.7040 3.977 0.965 -2.411
H -1.8210 -1.7122 -0.8739 0.953 0.791 0.157
H 0.8697 1.4860 0.1813 0.441 -0.774 0.157
```
Forces are in eV/Å.

Values from the calculation:
Lowest unoccupied orbital energy = -2.8 eV
SMILES string = CC[N@@+]1(C)CN1
Net charge = +1
E_HOMO = -15.475 eV
HOMO-LUMO gap = 12.64 eV

=====

Max |F| list, top to bottom, in eV/Å: 4.89; 2.62; 1.41; 0.56; 5.44; 4.75